# 1
Formula: C22H43BNNaO12
Source: the Open Molecules 2025 dataset
Level of theory: ωB97M-V with the def2-TZVPD basis set

XYZ file:
```
80
C22H43BNNaO12 ωB97M-V with the def2-TZVPD basis set
Na -2.44357 -0.04999 1.93756
O 1.37221 -4.83187 1.94885
C 2.60496 -5.09643 1.82535
O 3.32421 -6.20397 1.42256
B 4.77978 -5.93399 1.53021
O 4.80715 -4.58377 1.96472
C 3.67070 -4.10028 2.27171
O 3.42635 -3.01606 2.65361
O 5.55269 -6.19571 0.29952
C 6.52282 -6.98754 0.51119
O 7.31255 -7.34988 -0.33325
C 6.45024 -7.40674 1.97246
O 5.44311 -6.82999 2.50550
O 7.21051 -8.13101 2.61617
C -2.63151 0.52962 9.41257
C -2.52236 -0.13580 8.09993
C -3.12457 -1.52418 8.16477
O -3.19558 0.52321 7.12465
H -2.89541 1.56791 9.21157
H -1.61496 0.67079 9.77971
H -3.29802 0.04952 10.12906
H -1.49429 -0.32214 7.78936
H -2.97200 -2.11020 9.07108
H -2.87723 -2.11246 7.28111
H -4.19820 -1.39618 8.30272
H -4.02595 0.78690 7.52782
C -7.20259 -3.06522 1.44101
C -7.39729 -2.75230 -0.07522
C -8.93413 -2.84977 -0.49928
O -7.12441 -1.45089 -0.25937
H -7.90778 -3.85910 1.68711
H -7.31164 -2.30079 2.21033
H -6.21626 -3.52793 1.47503
H -6.75235 -3.27362 -0.78260
H -9.50571 -3.59902 0.04846
H -9.01684 -3.13192 -1.54887
H -9.47581 -1.91263 -0.37106
H -7.65095 -1.14955 -1.00339
C -4.10846 7.06525 1.55820
C -4.75383 5.80447 0.92979
C -5.63874 6.12811 -0.25444
O -3.70259 4.94709 0.70734
H -4.88099 7.83146 1.62311
H -3.20753 7.43025 1.06505
H -3.66962 6.90217 2.54254
H -5.32233 5.34177 1.73652
H -6.12249 5.25613 -0.69458
H -5.06469 6.68861 -0.99228
H -6.35034 6.81431 0.20476
H -3.26345 5.49075 0.04916
C 5.53267 1.17555 -2.69970
C 5.13527 1.95745 -3.96055
C 5.91919 1.30450 -5.17787
C 5.31191 0.13110 -5.83891
C 3.78796 0.31254 -6.08054
C 2.95628 0.80975 -4.87474
N 3.69340 2.01106 -4.31599
O 2.84792 2.74912 -3.49983
C 1.62312 1.22747 -5.44284
C 2.86957 -0.28592 -3.75317
C 5.57979 3.46563 -3.96506
H 6.43049 1.66028 -2.31623
H 5.85315 0.14717 -2.86651
H 4.74423 1.13108 -1.94838
H 6.11124 2.04061 -5.95848
H 6.89243 1.11373 -4.72564
H 5.53745 -0.68441 -5.15176
H 5.89942 -0.04593 -6.73980
H 3.33656 -0.64108 -6.35433
H 3.50156 0.85022 -6.98440
H 0.87372 1.41694 -4.67433
H 1.73051 2.04726 -6.15312
H 1.14234 0.44659 -6.03205
H 2.28625 -1.10140 -4.18076
H 3.83577 -0.70581 -3.47345
H 2.43725 0.15168 -2.85333
H 4.99568 4.12302 -4.60907
H 6.66304 3.53800 -4.06223
H 5.49203 3.79954 -2.93118
H 2.37709 3.21688 -4.19346
```

## Properties
energy relative to the best compared isomer or geometry (same formula, charge and spin): 7.581 eV
total charge: 0
energy: -2008.84146 a.u.
HOMO-LUMO gap: 0.16093 hartree
F_max: 5.03 eV/A

Löwdin atomic charge list, values in e, 5 entries: Na 0.969; O 0.058; C -0.270; O 0.210; B -0.872

=====

# 2
Formula: H3NP2S
Source: the Open Molecules 2025 dataset
Level of theory: ωB97M-V with the def2-TZVPD basis set

XYZ file:
```
7
H3NP2S ωB97M-V with the def2-TZVPD basis set
N 0.13267 0.56214 -0.18167
P -0.19516 -1.03035 -0.98049
P -0.88188 0.44701 1.30293
S -1.89479 -1.18343 0.25561
H 1.15731 0.80047 0.09055
H -1.03097 -0.72350 -2.17463
H -0.02245 -0.39964 2.21113
```

## Properties
energy relative to the best compared isomer or geometry (same formula, charge and spin): 0.844 eV
total charge: 0
energy: -1137.42588 a.u.
HOMO-LUMO gap: 0.29365 hartree
F_max: 2.59 eV/A

Löwdin atomic charge list, values in e, 5 entries: N -0.690; P 0.396; P 0.445; S 0.036; H 0.042

=====

# 3
Formula: C2H2Cl2S2
Source: the Open Molecules 2025 dataset
Level of theory: ωB97M-V with the def2-TZVPD basis set

XYZ file:
```
8
C2H2Cl2S2 ωB97M-V with the def2-TZVPD basis set
C 0.88167 -0.62350 -0.06847
C -0.13347 0.33015 -0.00467
S 0.52499 -2.17795 -0.36454
S -1.63486 -0.45426 -0.37455
Cl 2.35592 -0.07446 0.52851
Cl 0.11369 1.97657 -0.45021
H -0.08869 0.48543 1.83052
H -2.01925 0.53801 -1.09658
```

## Properties
energy relative to the best compared isomer or geometry (same formula, charge and spin): 3.653 eV
total charge: 0
energy: -1794.00953 a.u.
HOMO-LUMO gap (spin up / spin down): 0.24936 / 0.25429 hartree
F_max: 4.54 eV/A

Löwdin atomic charge list, values in e, 5 entries: C -1.447; C -1.313; S 0.697; S 0.704; Cl 0.666

=====

# 4
Formula: C45H51AsNO2P2S2Si2Sn
Source: the Open Molecules 2025 dataset
Level of theory: ωB97M-V with the def2-TZVPD basis set

XYZ file:
```
107
C45H51AsNO2P2S2Si2Sn ωB97M-V with the def2-TZVPD basis set
Sn 0.78991 1.09712 0.76782
S 3.38691 0.92733 1.05361
P 2.96587 -0.61439 -0.20380
C 1.44537 -0.12575 -0.84390
P 0.05215 -1.05587 -1.27414
S -1.43908 -0.42794 -0.08589
C 0.21931 -2.85212 -1.28589
C 1.13488 -3.42959 -2.17033
C 1.29984 -4.80963 -2.19125
C 0.53978 -5.61301 -1.34377
C -0.39295 -5.03939 -0.49015
C -0.55171 -3.65743 -0.45858
C -0.33478 -0.68194 -3.00916
C 0.64129 -0.12100 -3.82712
C 0.36190 0.14052 -5.16646
C -0.89701 -0.13508 -5.67967
C -1.87921 -0.69186 -4.86315
C -1.59745 -0.97483 -3.53289
C 4.20570 -0.72918 -1.52242
C 4.41448 -1.92933 -2.20696
C 5.28410 -1.97364 -3.29257
C 5.95091 -0.82361 -3.69596
C 5.74578 0.37245 -3.01749
C 4.87548 0.42222 -1.93494
C 3.05730 -2.17079 0.70128
C 1.93306 -2.63225 1.38028
C 2.00257 -3.79924 2.13411
C 3.19986 -4.50121 2.21981
C 4.33150 -4.03136 1.56123
C 4.26354 -2.86820 0.80728
H 1.70677 -2.80298 -2.84790
H 2.00751 -5.26100 -2.87840
H 0.67330 -6.69082 -1.35554
H -1.00027 -5.66939 0.15301
H -1.27459 -3.19791 0.20877
H 1.61283 0.11964 -3.40940
H 1.12946 0.56155 -5.80522
H -1.11647 0.08100 -6.71872
H -2.86623 -0.90017 -5.26503
H -2.35988 -1.41174 -2.89474
H 3.90712 -2.83153 -1.88974
H 5.44190 -2.90956 -3.82098
H 6.63889 -0.86192 -4.53543
H 6.26837 1.27156 -3.32926
H 4.72044 1.35244 -1.40210
H 0.99842 -2.08265 1.32919
H 1.11942 -4.15752 2.65561
H 3.25471 -5.41302 2.80821
H 5.27066 -4.56925 1.63989
H 5.15071 -2.49971 0.30865
C -7.27397 1.82361 1.85787
O -5.96689 1.25130 1.99757
C -5.82079 -0.04694 1.65768
C -6.83822 -0.86691 1.20130
C -6.54943 -2.18204 0.85650
C -5.25809 -2.67442 0.96691
C -4.24091 -1.84762 1.42152
C -4.52258 -0.53869 1.77325
N -3.53330 0.46044 2.11811
C -2.30845 0.40107 2.56610
C -1.59789 -0.62238 3.25948
C -2.20349 -1.66370 4.01125
C -1.44673 -2.49478 4.78240
C -0.04551 -2.32259 4.80988
C 0.56985 -1.32918 4.09226
C -0.19082 -0.43922 3.31089
O 0.40386 0.55951 2.68543
H -7.61184 1.77982 0.82188
H -7.18544 2.85741 2.16673
H -7.98792 1.31218 2.50302
H -7.84891 -0.48771 1.10165
H -7.34389 -2.81667 0.48177
H -5.03454 -3.69778 0.68645
H -3.22178 -2.20884 1.46228
H -3.83652 1.38714 1.85133
H -1.76136 1.32602 2.41951
H -3.28035 -1.76940 4.01062
H -1.91499 -3.26982 5.37696
H 0.55818 -2.98451 5.42179
H 1.64384 -1.18676 4.11713
C 0.66275 4.20503 3.70221
Si 0.71503 4.82940 1.96973
C 2.44070 5.10897 1.39639
C -0.35787 6.31400 1.79201
As -0.48071 3.28723 0.65429
Si 0.18023 3.81501 -1.56882
C -0.00262 5.63966 -1.78416
C -1.04872 2.93630 -2.62406
C 1.90740 3.29255 -1.94728
H 1.13071 4.92691 4.38487
H 1.19454 3.24800 3.79597
H -0.37454 4.05093 4.02084
H 2.95459 5.80693 2.07404
H 2.46784 5.52898 0.38300
H 2.99940 4.16250 1.39194
H -0.01166 7.12776 2.44224
H -1.38318 6.05877 2.07521
H -0.37389 6.68031 0.76048
H -1.00722 5.97360 -1.49483
H 0.14333 5.88303 -2.84771
H 0.73293 6.20774 -1.20195
H -2.03325 3.41557 -2.53489
H -1.15617 1.88726 -2.32022
H -0.74148 2.95525 -3.68109
H 2.62458 3.72906 -1.23929
H 2.17277 3.62333 -2.96377
H 2.00098 2.19936 -1.90446
```

## Properties
energy relative to the best compared isomer or geometry (same formula, charge and spin): 0.749 eV
total charge: +1
energy: -6458.71440 a.u.
HOMO-LUMO gap: 0.25616 hartree
F_max: 1.28 eV/A

Löwdin atomic charge list, values in e, 5 entries: Sn 0.602; S 0.354; P 0.470; C -0.710; P 0.471

=====

# 5
Formula: C5H4S
Source: the Open Molecules 2025 dataset
Level of theory: ωB97M-V with the def2-TZVPD basis set

XYZ file:
```
10
C5H4S ωB97M-V with the def2-TZVPD basis set
C 1.98210 -1.88287 -1.08601
C 1.40506 -1.00510 -0.33378
C -0.29143 0.24303 0.06446
C -0.12871 -1.27417 0.17628
C 1.18987 0.25962 0.23991
S 0.21121 -1.56434 1.88989
H -0.59129 0.60213 -0.92603
H -0.92045 0.71282 0.81645
H -0.73219 -1.99554 -0.36066
H 1.88845 1.03687 0.48964
```

## Properties
energy relative to the best compared isomer or geometry (same formula, charge and spin): 0.726 eV
spin multiplicity: 3
total charge: 0
energy: -590.81684 a.u.
HOMO-LUMO gap (spin up / spin down): 0.26136 / 0.25328 hartree
expectation value of S²: 2.03
F_max: 2.19 eV/A

Löwdin atomic charge list, values in e, 5 entries: C 0.242; C -0.452; C -0.229; C -0.618; C -0.140

=====

# 6
Formula: C29H36N2O8
Source: the Open Molecules 2025 dataset
Level of theory: ωB97M-V with the def2-TZVPD basis set

XYZ file:
```
75
C29H36N2O8 ωB97M-V with the def2-TZVPD basis set
C 1.85765 2.13578 -2.66221
H 0.86725 2.28259 -2.21959
O 2.83582 1.88565 -1.68414
C 2.71155 0.75907 -0.91353
C 1.62895 -0.10040 -1.00522
C 1.54818 -1.24763 -0.21962
C 2.61012 -1.56054 0.63137
C 3.69893 -0.71642 0.73644
C 3.74838 0.48205 -0.00600
O 4.84484 1.25366 0.20579
C 4.70862 2.66217 0.16654
H 3.81315 2.98452 0.70232
H 4.67762 3.03593 -0.85920
H 5.59556 3.04802 0.66873
O 4.77108 -0.93048 1.55047
C 4.82134 -2.12643 2.28586
H 4.80479 -3.00431 1.63128
H 5.76682 -2.09826 2.82526
H 3.99909 -2.19786 3.00690
H 2.54775 -2.45657 1.22772
C 0.35610 -2.05798 -0.16879
C -0.74620 -1.96277 -0.92780
C -1.97744 -2.63096 -0.48650
O -2.10905 -2.98312 0.68371
N -3.00296 -2.76980 -1.37332
C -2.87595 -2.49482 -2.79903
H -2.48312 -1.48330 -2.95133
H -2.15468 -3.20288 -3.22745
C -4.19016 -2.60000 -3.57589
H -3.94748 -2.51179 -4.63589
H -4.63727 -3.58324 -3.43250
C -5.18634 -1.47844 -3.19775
N -4.93311 -0.97397 -1.86673
C -4.11741 0.12836 -1.77356
O -4.00056 0.88226 -2.73144
C -3.31822 0.31082 -0.55372
C -2.38370 1.27586 -0.54162
C -1.30221 1.44728 0.39799
C -0.45592 2.55247 0.26323
C 0.66851 2.67033 1.05346
C 1.00110 1.66956 1.99383
C 0.13000 0.58008 2.15665
C -1.00893 0.49477 1.37000
H -1.65772 -0.35536 1.47866
O 0.44825 -0.37563 3.08593
C -0.51470 -1.36130 3.39424
H -1.43310 -0.90847 3.78082
H -0.05878 -1.96999 4.17402
H -0.75894 -1.99289 2.53631
O 2.17478 1.90922 2.63377
C 2.64968 1.05660 3.64863
H 1.98157 1.04865 4.51336
H 2.78450 0.03744 3.28723
H 3.61564 1.47197 3.93496
O 1.55138 3.71082 1.00635
C 1.27208 4.78772 0.14695
H 2.06258 5.51519 0.32517
H 1.29604 4.48360 -0.90394
H 0.30261 5.24350 0.37347
H -0.70047 3.30887 -0.46579
H -2.39878 1.96770 -1.37694
H -3.38699 -0.41037 0.24103
C -5.22825 -1.89821 -0.80262
H -5.14923 -1.38414 0.15421
H -6.26707 -2.22685 -0.91647
C -4.29472 -3.13351 -0.83554
H -4.12155 -3.49831 0.17923
H -4.73493 -3.94367 -1.41837
H -6.21489 -1.84234 -3.26294
H -5.06901 -0.63112 -3.87556
H -0.80233 -1.29360 -1.76985
H 0.33143 -2.79294 0.62766
H 0.81485 0.12870 -1.66984
H 2.17311 3.05128 -3.16203
H 1.80836 1.32529 -3.39680
```

## Properties
energy relative to the best compared isomer or geometry (same formula, charge and spin): 0.163 eV
total charge: 0
energy: -1838.01057 a.u.
HOMO-LUMO gap: 0.28625 hartree
F_max: 0.84 eV/A

Löwdin atomic charge list, values in e, 5 entries: C -0.076; H 0.080; O -0.091; C -0.176; C 0.036